C5H7NO in the gas phase in a non-equilibrium geometry, computed with the ωB97M-V functional and the def2-TZVPD basis.

Each atom is followed by the atoms it is bonded to, with distances in Å.
Element x y z (Å)
1 C -1.85 0.63 -0.34  C2 1.488, H8 1.095, H9 1.095, H10 1.089
2 C -0.40 0.31 -0.29  C1 1.488, C3 1.334, C7 1.500
3 C 0.54 1.08 0.28  C2 1.334, N4 1.406, H11 1.085
4 N 1.70 0.33 0.55  C3 1.406, C5 1.381, H12 1.006
5 C 1.52 -1.00 0.23  N4 1.381, O6 1.212, C7 1.529
6 O 2.32 -1.89 0.42  C5 1.212
7 C 0.13 -1.09 -0.40  C2 1.500, C5 1.529, H13 1.100, H14 1.095
8 H -2.47 -0.11 -0.86  C1 1.095
9 H -2.09 1.63 -0.71  C1 1.095
10 H -2.06 0.57 0.73  C1 1.089
11 H 0.45 2.11 0.59  C3 1.085
12 H 2.48 0.66 1.10  N4 1.006
13 H -0.47 -1.84 0.14  C7 1.100
14 H 0.19 -1.42 -1.44  C7 1.095

F_max   1.0 eV Å⁻¹
HOMO   -8.267 eV
Structure (SMILES)   CC1=CNC(=O)C1
Frontier orbital gap   9.1 eV
Energy above the lowest of the compared OMol25 structures with the same formula, charge and spin   7.4 kcal per mole